ORCA calculation (the ωB97M-V functional and the def2-TZVPD basis) on a molecular structure, C9H13LiN2O3.

Results
LUMO ... 0.010 Ha
Charge ... 0
Multiplicity ... 1
HOMO-LUMO gap ... 8.281 eV
Highest occupied orbital energy ... -8.001 eV

Structure (XYZ):
```
28
C9H13LiN2O3 (the ωB97M-V functional and the def2-TZVPD basis)
Li -0.179 0.171 -0.208
O -0.321 -1.577 0.442
C -0.019 -2.179 1.675
C 0.447 -1.102 2.624
C 0.669 -1.396 3.965
C 1.112 -0.393 4.806
C 1.313 0.877 4.282
C 1.058 1.076 2.937
N 0.636 0.113 2.119
H -0.469 -2.225 -0.257
H 0.775 -2.927 1.575
H -0.895 -2.679 2.102
H 0.489 -2.400 4.331
H 1.293 -0.596 5.853
H 1.657 1.694 4.901
H 1.196 2.054 2.489
N 0.238 2.274 -0.330
C -0.049 2.868 -1.653
C 0.258 1.877 -2.771
C -0.715 0.683 -2.640
O -1.801 0.756 -3.207
O -0.312 -0.251 -1.860
H -0.050 2.920 0.395
H 1.244 2.162 -0.235
H 0.512 3.797 -1.803
H -1.113 3.106 -1.697
H 1.288 1.522 -2.691
H 0.110 2.364 -3.734
```



ORCA calculation (the ωB97M-V functional and the def2-TZVPD basis) on 3 unconnected molecules or ions with the total composition C2H11N3O2 in a non-equilibrium geometry.

Results
LUMO ... 0.012 Ha
Charge ... 0
Multiplicity ... 1
HOMO-LUMO gap ... 9.549 eV
Highest occupied orbital energy ... -9.225 eV
SMILES ... [H]/N=C(\N)NC.O.O

Structure (XYZ):
```
18
C2H11N3O2 (the ωB97M-V functional and the def2-TZVPD basis)
H -0.343 2.031 1.101
N 0.095 1.141 0.954
C -0.740 0.235 0.643
N -1.977 0.622 0.011
N -0.698 -1.044 1.128
C 0.438 -1.379 1.962
H -1.855 0.708 -0.989
H -2.774 -0.003 0.036
H -1.561 -1.483 1.349
H 0.215 -2.303 2.494
H 1.383 -1.508 1.436
H 0.757 -0.565 2.619
O 0.065 -1.497 -6.219
H -0.790 -1.137 -5.956
H 0.645 -1.578 -5.448
O 2.732 2.641 1.823
H 2.532 2.669 0.870
H 1.875 2.450 2.187
```



ORCA calculation (the ωB97M-V functional and the def2-TZVPD basis) on 11 unconnected molecules or ions with the total composition C34H45F6N3O20S2 in a non-equilibrium geometry.

Results
LUMO ... 0.011 Ha
Charge ... 0
Multiplicity ... 1
HOMO-LUMO gap ... 8.285 eV
Highest occupied orbital energy ... -7.998 eV

Structure (XYZ):
```
110
C34H45F6N3O20S2 (the ωB97M-V functional and the def2-TZVPD basis)
N 3.586 -2.635 -5.446
C 4.654 -3.422 -5.232
C 5.061 -3.455 -3.915
C 4.279 -2.522 -3.219
C 3.354 -2.102 -4.181
H 3.083 -2.330 -6.267
H 4.990 -3.969 -6.101
H 5.921 -4.068 -3.689
H 4.440 -2.280 -2.179
H 2.585 -1.344 -4.175
N -0.208 4.952 3.112
C -0.326 4.260 1.981
C 0.227 5.013 0.926
C 0.608 6.223 1.481
C 0.345 6.190 2.816
H -0.420 4.648 4.051
H -0.705 3.249 2.025
H 0.351 4.737 -0.110
H 0.942 7.077 0.911
H 0.401 6.984 3.546
N 1.186 2.327 5.338
C -0.029 2.762 5.781
C -1.034 1.855 5.387
C -0.335 0.945 4.641
C 1.044 1.235 4.563
H 2.052 2.824 5.488
H -0.050 3.670 6.365
H -2.112 1.854 5.460
H -0.821 0.077 4.222
H 1.871 0.693 4.130
C 0.727 -0.635 -1.478
S 0.768 0.814 -0.323
O 0.850 2.065 -1.199
C -0.853 0.400 0.414
H 1.626 -0.610 -2.093
H -0.075 -0.500 -2.204
H 0.562 -1.518 -0.861
H -1.325 1.324 0.749
H -0.754 -0.278 1.262
H -1.517 -0.151 -0.252
C 2.875 -4.905 -1.309
S 1.892 -6.025 -0.233
O 2.481 -5.914 1.188
C 0.436 -4.966 -0.183
H 3.839 -5.250 -1.684
H 3.243 -4.021 -0.787
H 2.232 -4.666 -2.156
H -0.060 -5.142 -1.137
H 0.799 -3.940 -0.123
H -0.350 -5.177 0.542
C 3.933 -2.320 3.348
C 4.103 -2.623 1.880
O 2.807 -2.424 1.386
C 1.914 -2.592 2.417
O 0.715 -2.392 2.269
O 2.606 -2.860 3.522
F 4.428 -3.870 1.797
H 3.950 -1.245 3.528
H 4.565 -2.834 4.073
H 4.888 -2.024 1.419
C -5.363 3.950 0.691
C -3.983 3.458 0.389
O -3.767 2.432 1.414
C -4.441 2.945 2.493
O -4.186 2.533 3.627
O -5.376 3.802 2.118
F -3.190 4.523 0.467
H -6.176 3.408 0.208
H -5.361 5.019 0.479
H -3.994 3.092 -0.637
C -3.611 -1.340 1.503
C -5.035 -1.792 1.848
O -5.160 -2.921 0.942
C -4.281 -2.918 0.034
O -4.070 -3.768 -0.775
O -3.480 -1.908 0.280
F -5.960 -0.893 1.651
H -2.933 -1.742 2.256
H -3.372 -0.281 1.411
H -5.075 -2.246 2.838
C -0.938 2.838 -3.738
C -1.661 3.226 -2.501
O -2.221 1.979 -2.002
C -2.291 1.132 -3.058
O -2.959 0.126 -3.019
O -1.697 1.633 -4.114
F -2.610 4.130 -2.828
H 0.130 2.643 -3.637
H -1.141 3.575 -4.515
H -0.972 3.695 -1.798
C 2.659 3.054 1.647
C 3.282 3.551 0.336
O 3.848 2.373 -0.146
C 3.991 1.469 0.790
O 4.681 0.461 0.812
O 3.455 1.922 1.975
F 4.269 4.393 0.647
H 1.686 2.633 1.397
H 2.544 3.791 2.442
H 2.632 3.969 -0.433
C -3.010 -3.111 -4.715
C -2.949 -4.510 -4.331
O -1.849 -4.591 -3.514
C -1.020 -3.511 -3.701
O -0.022 -3.316 -3.028
O -1.619 -2.754 -4.608
F -2.683 -5.202 -5.474
H -3.587 -2.497 -4.023
H -3.472 -2.770 -5.641
H -3.908 -4.856 -3.945
```



ORCA calculation (the ωB97M-V functional and the def2-TZVPD basis) on 2 unconnected molecules or ions with the total composition C46H48FN4O in a non-equilibrium geometry.

Results
LUMO ... -0.178 Ha
Charge ... +1
Multiplicity ... 1
HOMO-LUMO gap ... 5.610 eV
Highest occupied orbital energy ... -10.459 eV

Structure (XYZ):
```
100
C46H48FN4O (the ωB97M-V functional and the def2-TZVPD basis)
C 5.020 4.336 3.835
N 4.413 3.392 2.945
C 5.160 2.685 2.034
O 6.370 2.811 1.848
C 4.230 1.733 1.315
C 4.549 0.249 1.469
C 4.632 -0.128 2.925
C 5.780 0.225 3.634
C 5.887 -0.037 4.998
C 4.831 -0.662 5.666
C 3.699 -1.067 4.954
C 3.617 -0.834 3.577
N 2.938 2.030 1.910
C 1.865 1.318 1.544
C 0.631 1.478 2.163
C -0.517 0.782 1.769
C -1.780 0.953 2.465
C -2.939 0.158 2.216
C -4.137 0.383 2.888
C -4.226 1.371 3.876
C -3.105 2.150 4.171
C -1.920 1.959 3.467
C 3.018 3.018 3.031
C 2.702 2.462 4.453
C 2.285 3.679 5.276
C 1.934 4.817 4.292
C 2.120 4.278 2.875
H 6.042 4.515 3.502
H 4.461 5.274 3.824
H 5.041 3.966 4.868
H 4.218 2.038 0.252
H 3.777 -0.334 0.960
H 5.508 0.075 0.972
H 6.601 0.698 3.095
H 6.800 0.250 5.522
H 4.899 -0.839 6.741
H 2.876 -1.572 5.464
H 2.763 -1.199 3.003
H 2.000 0.606 0.718
H 0.616 2.188 2.991
H -0.420 0.088 0.924
H -2.865 -0.647 1.483
H -5.017 -0.213 2.648
H -5.164 1.540 4.399
H -3.154 2.917 4.944
H -1.075 2.615 3.685
H 1.898 1.718 4.404
H 3.588 1.950 4.849
H 1.426 3.450 5.918
H 3.104 3.981 5.941
H 0.906 5.159 4.458
H 2.587 5.681 4.466
H 2.610 4.988 2.197
H 1.157 4.001 2.437
F -2.846 0.632 -3.384
C -2.837 -0.747 -3.729
C -4.299 -1.201 -3.963
C -5.372 -0.309 -4.034
C -6.669 -0.793 -4.229
C -6.903 -2.164 -4.369
C -5.839 -3.061 -4.265
C -4.547 -2.568 -4.091
C -1.983 -0.891 -5.008
C -2.556 -1.284 -6.219
C -1.753 -1.521 -7.341
C -0.389 -1.247 -7.294
C 0.166 -0.734 -6.118
C -0.634 -0.531 -4.993
C -2.298 -1.481 -2.456
C -3.265 -1.433 -1.252
C -3.280 -2.834 -0.623
C -2.322 -3.688 -1.450
N -2.099 -2.922 -2.686
C -0.947 -3.314 -3.411
C 0.299 -2.927 -2.906
C 1.420 -3.124 -3.730
N 1.306 -3.697 -4.913
C 0.139 -4.171 -5.344
C -1.040 -4.057 -4.600
H -5.195 0.762 -3.943
H -7.491 -0.080 -4.272
H -7.911 -2.532 -4.562
H -5.983 -4.140 -4.325
H -3.703 -3.252 -4.052
H -3.633 -1.433 -6.286
H -2.213 -1.926 -8.244
H 0.244 -1.439 -8.162
H 1.231 -0.500 -6.073
H -0.204 -0.089 -4.094
H -1.339 -0.994 -2.183
H -2.880 -0.688 -0.548
H -4.273 -1.133 -1.564
H -2.918 -2.805 0.411
H -4.287 -3.277 -0.655
H -1.372 -3.855 -0.915
H -2.727 -4.668 -1.733
H 0.398 -2.421 -1.940
H 2.410 -2.793 -3.420
H 0.136 -4.646 -6.329
H -1.984 -4.461 -4.964
```



ORCA calculation (the ωB97M-V functional and the def2-TZVPD basis) on a molecular structure, C8H73N4O32PS in a non-equilibrium geometry.

Results
LUMO ... -0.030 Ha
Charge ... 0
Multiplicity ... 1
HOMO-LUMO gap ... 7.546 eV
Highest occupied orbital energy ... -8.350 eV

Structure (XYZ):
```
119
C8H73N4O32PS (the ωB97M-V functional and the def2-TZVPD basis)
N 3.747 -1.764 -0.598
C 3.478 -0.535 -1.380
C 2.412 -0.783 -2.455
C 1.036 -0.605 -1.899
C 0.216 -1.642 -1.607
C -1.077 -1.483 -1.010
P -2.074 -2.897 -0.627
O -2.342 -3.042 0.859
C -1.563 -0.244 -0.707
N -2.823 0.010 -0.136
C -0.746 0.870 -1.029
N -1.062 2.155 -0.805
S 0.208 3.002 -1.288
N 1.175 1.855 -1.802
C 0.539 0.692 -1.607
H 3.156 -1.711 0.227
H 4.686 -1.658 -0.224
H 4.398 -0.153 -1.816
H 3.123 0.240 -0.697
H 2.519 -1.799 -2.830
H 2.576 -0.086 -3.278
H 0.576 -2.639 -1.820
H -1.410 -4.039 -1.093
H -3.280 -2.710 -1.320
H -3.171 -0.795 0.378
H -2.760 0.761 0.543
O 6.745 -1.406 -0.226
H 6.977 -2.004 -0.943
H 7.588 -1.008 0.015
O 9.071 -0.470 -1.824
H 9.814 0.137 -1.879
H 8.682 -0.444 -2.707
O 9.909 -1.157 -4.619
H 10.126 -2.036 -4.941
H 10.776 -0.750 -4.476
O 0.398 -1.935 2.015
H -0.317 -2.577 1.933
H 0.067 -1.313 2.673
O -2.149 -1.475 3.464
H -2.346 -2.166 2.810
H -2.427 -0.662 3.029
O -4.235 -0.367 5.373
H -3.774 -1.097 4.942
H -5.021 -0.764 5.769
O -4.841 -2.868 -2.608
H -5.425 -2.255 -3.080
H -5.379 -3.657 -2.496
O -6.999 -0.719 6.666
H -7.925 -0.498 6.532
H -6.679 -0.049 7.280
O -6.345 -2.539 -4.901
H -6.699 -2.076 -5.671
H -5.572 -3.003 -5.236
O -1.524 6.339 -2.522
H -0.651 5.954 -2.399
H -2.135 5.648 -2.251
O 2.923 1.128 1.421
H 2.014 1.439 1.327
H 3.346 1.770 2.000
O 0.064 1.382 2.273
H -0.422 2.049 1.770
H -0.562 0.657 2.362
O -3.681 0.355 -3.255
H -3.787 0.456 -2.299
H -3.148 1.112 -3.518
O -4.380 2.691 3.839
H -3.667 2.434 4.441
H -5.127 2.153 4.120
O -5.335 -2.867 0.652
H -4.410 -3.148 0.694
H -5.841 -3.636 0.941
O -3.136 5.556 3.281
H -3.680 6.176 2.781
H -3.707 4.777 3.362
O 12.427 -0.161 -5.672
H 13.171 0.446 -5.707
H 12.036 -0.124 -6.554
O -2.965 3.070 6.360
H -3.179 3.137 7.296
H -2.389 3.825 6.190
O -1.189 7.536 2.401
H -1.691 8.152 1.853
H -1.773 6.770 2.503
O 0.075 -5.845 -1.784
H 0.866 -6.150 -1.326
H -0.420 -6.653 -1.955
O -7.511 -3.123 2.410
H -8.428 -2.865 2.279
H -6.992 -2.416 2.006
O 5.482 0.540 2.503
H 5.813 -0.237 2.041
H 4.662 0.228 2.902
O 0.533 -4.094 -4.234
H 0.088 -4.434 -3.447
H 1.367 -4.572 -4.245
O 11.524 -1.846 -8.131
H 11.782 -2.605 -8.662
H 10.791 -2.165 -7.595
O -0.333 -7.536 0.737
H -1.277 -7.353 0.699
H 0.013 -6.855 1.323
O -3.347 9.586 3.483
H -3.861 9.301 4.244
H -2.529 9.071 3.536
O -7.829 -1.602 -7.709
H -8.057 -2.305 -8.325
H -8.103 -0.792 -8.148
O 9.992 -3.181 -0.670
H 9.578 -3.852 -1.220
H 9.755 -2.340 -1.082
O 2.637 -2.514 3.962
H 2.180 -2.220 3.161
H 2.911 -3.413 3.766
O -5.836 4.052 6.819
H -5.335 3.509 6.198
H -5.162 4.570 7.266
O -2.853 10.793 0.624
H -3.064 10.863 1.564
H -2.271 11.536 0.442
```



ORCA calculation (the ωB97M-V functional and the def2-TZVPD basis) on a molecular structure, BrClINO in a non-equilibrium geometry.

Results
LUMO (spin up / spin down) ... -0.072 / -0.064 Ha
Charge ... 0
Multiplicity ... 1
HOMO-LUMO gap (spin up / spin down) ... 7.588 / 8.131 eV
Highest occupied orbital energy (spin up / spin down) ... -9.542 / -9.866 eV

Structure (XYZ):
```
5
BrClINO (the ωB97M-V functional and the def2-TZVPD basis)
N -0.793 0.908 -0.188
O -0.142 -1.228 0.142
Cl 1.336 -0.897 0.599
Br -0.212 0.830 -1.841
I 0.274 2.047 0.988
```



Q: What is the charge in the fourth record?
A: +1



Q: Which formula does entry 6 have?
A: BrClINO